Record 1
# C18H54O9S9

A cluster of 9 separate species, C18H54O9S9 in total (wB97M-V/def2-TZVPD, the Open Molecules 2025 dataset).

Last column: Löwdin charge in e.
CARTESIAN COORDINATES (ANGSTROEM)
C  3.570  -0.300  -0.391  -0.31
S  5.251  0.148  -0.731  0.85
O  5.627  1.206  0.293  -0.56
C  5.861  -1.624  -0.297  -0.23
H  2.999  0.622  -0.279  0.05
H  3.442  -0.826  0.555  0.04
H  3.234  -1.061  -1.095  0.02
H  6.923  -1.616  -0.541  0.04
H  5.398  -2.418  -0.883  0.02
H  5.710  -1.631  0.783  0.04
C  -2.471  -1.912  6.333  -0.23
S  -4.170  -1.353  5.822  0.87
O  -4.358  -0.452  7.068  -0.61
C  -3.749  -0.271  4.428  -0.28
H  -1.753  -1.885  5.513  0.03
H  -2.642  -2.966  6.550  0.03
H  -2.324  -1.529  7.343  0.05
H  -4.678  -0.038  3.907  0.04
H  -3.141  -0.726  3.646  0.02
H  -3.306  0.679  4.729  0.06
C  3.249  -5.769  -0.221  -0.24
S  3.222  -3.938  0.023  0.82
O  1.791  -3.407  0.029  -0.57
C  3.755  -4.043  1.787  -0.24
H  2.738  -6.165  0.656  0.04
H  4.265  -6.162  -0.259  0.06
H  2.652  -6.034  -1.094  0.05
H  4.726  -4.540  1.786  0.06
H  2.915  -4.303  2.431  0.05
H  3.897  -3.024  2.145  0.04
C  0.024  6.025  1.811  -0.24
S  1.125  5.895  0.281  0.81
O  2.314  6.826  0.336  -0.56
C  1.811  4.313  0.930  -0.26
H  -0.609  5.164  2.023  0.05
H  -0.536  6.941  1.623  0.04
H  0.703  6.084  2.661  0.05
H  1.039  3.676  1.361  0.04
H  2.709  4.490  1.523  0.06
H  2.215  3.857  0.027  0.02
C  1.103  -1.483  -3.445  -0.23
S  2.294  -0.652  -4.664  0.86
O  3.795  -1.091  -4.575  -0.58
C  1.569  -1.689  -6.024  -0.28
H  1.603  -1.375  -2.483  0.01
H  0.981  -2.541  -3.676  0.05
H  0.147  -0.966  -3.355  0.04
H  2.231  -1.570  -6.882  0.04
H  0.618  -1.374  -6.454  0.05
H  1.524  -2.773  -5.918  0.05
C  -0.046  5.368  -4.133  -0.24
S  0.166  4.230  -2.648  0.85
O  -1.214  4.221  -1.898  -0.60
C  -0.002  2.750  -3.685  -0.27
H  -0.191  6.426  -3.913  0.05
H  -1.008  5.207  -4.621  0.05
H  0.673  5.132  -4.918  0.05
H  1.022  2.448  -3.902  0.04
H  -0.590  2.771  -4.603  0.07
H  -0.458  2.031  -3.003  0.02
C  -4.664  3.114  -1.733  -0.23
S  -5.164  4.652  -2.708  0.84
O  -5.318  4.270  -4.173  -0.59
C  -6.899  4.517  -2.047  -0.27
H  -4.862  2.306  -2.437  0.06
H  -5.065  3.183  -0.721  0.05
H  -3.597  3.304  -1.615  0.00
H  -6.998  4.476  -0.962  0.04
H  -7.323  3.669  -2.583  0.05
H  -7.425  5.429  -2.331  0.04
C  -0.833  1.161  -0.362  -0.24
S  -1.295  0.422  1.302  0.82
O  -2.543  -0.329  1.106  -0.55
C  0.140  -0.762  1.433  -0.25
H  -1.499  2.014  -0.483  0.02
H  -0.936  0.393  -1.129  0.05
H  0.174  1.578  -0.354  0.03
H  0.079  -1.145  2.452  0.03
H  1.120  -0.286  1.405  0.04
H  0.086  -1.618  0.761  0.03
C  -1.030  -6.702  2.749  -0.28
S  -2.168  -5.285  2.640  0.85
O  -2.754  -4.994  4.005  -0.58
C  -0.813  -4.008  2.478  -0.24
H  -0.659  -6.717  3.774  0.06
H  -0.222  -6.719  2.017  0.04
H  -1.549  -7.616  2.458  0.04
H  -0.998  -3.129  3.095  0.03
H  -0.792  -3.752  1.419  0.03
H  0.161  -4.430  2.728  0.03

Calculated values
Energy relative to the best compared isomer or geometry (same formula, charge and spin) = 3.886 eV
2S+1 = 1
HOMO-LUMO gap = 0.3075 hartree
Lowest unoccupied orbital energy = -0.2 eV

=====

Record 2
# C18H55B2F3N4O10SV2

A structure of composition C18H55B2F3N4O10SV2 (wB97M-V/def2-TZVPD, the Open Molecules 2025 dataset).

Last column: Mulliken spin population.
CARTESIAN COORDINATES (ANGSTROEM)
O  24.982  -19.006  12.242  -0.26
V  24.642  -20.254  13.123  1.37
O  27.871  -23.427  11.307  -0.26
V  27.602  -22.310  12.406  1.25
B  29.293  -20.975  11.721  -0.04
H  30.063  -20.201  11.370  0.00
H  29.646  -22.041  11.761  0.03
H  29.044  -20.682  12.776  0.01
H  28.404  -20.864  11.035  0.01
B  26.733  -20.787  14.123  -0.02
H  27.646  -21.428  14.274  0.00
H  26.537  -20.011  14.954  0.01
H  26.814  -20.315  13.124  0.00
H  25.824  -21.441  14.073  0.00
C  26.018  -26.162  14.564  0.00
F  26.325  -26.742  15.718  0.00
F  26.894  -26.433  13.585  0.00
F  24.819  -26.624  14.216  0.00
S  26.079  -24.294  14.779  0.00
O  27.254  -24.087  15.580  0.00
O  26.262  -23.759  13.410  0.02
O  24.774  -23.968  15.338  0.00
C  25.474  -21.602  10.154  0.02
O  25.653  -21.593  11.544  -0.11
H  24.418  -21.611  9.871  0.01
H  25.890  -20.776  9.558  -0.01
H  26.012  -22.489  9.803  0.00
C  30.089  -22.947  7.865  0.00
C  30.755  -21.542  7.711  0.00
C  29.666  -20.522  7.373  0.00
O  28.945  -21.035  6.259  0.00
C  27.726  -20.395  6.081  0.00
N  31.295  -21.232  9.053  0.00
H  29.233  -22.868  8.539  0.00
H  30.833  -23.636  8.263  0.00
H  29.718  -23.366  6.926  0.00
H  31.548  -21.736  6.991  0.00
H  30.135  -19.606  6.991  0.00
H  29.046  -20.249  8.231  0.00
H  27.012  -20.576  6.906  0.00
H  27.121  -20.799  5.266  0.00
H  27.788  -19.304  6.006  0.00
H  30.525  -20.913  9.628  0.00
H  31.654  -22.078  9.470  0.00
C  24.045  -20.887  6.310  0.00
C  22.946  -19.885  5.920  0.00
C  21.793  -19.914  6.949  0.00
O  20.882  -18.864  6.748  0.00
C  20.216  -18.847  5.500  0.00
N  23.573  -18.550  6.102  0.00
H  24.365  -20.662  7.331  0.00
H  24.984  -20.682  5.791  0.00
H  23.696  -21.906  6.156  0.00
H  22.540  -20.043  4.918  0.00
H  22.260  -19.764  7.923  0.00
H  21.297  -20.891  6.968  0.00
H  19.994  -19.888  5.240  0.00
H  20.854  -18.294  4.804  0.00
H  19.249  -18.343  5.468  0.00
H  22.853  -17.841  6.020  0.00
H  24.237  -18.488  5.336  0.00
C  27.048  -25.119  8.069  0.00
C  25.622  -25.667  7.906  0.00
C  25.598  -27.105  8.454  0.00
O  24.325  -27.702  8.505  0.00
C  24.355  -29.120  8.554  0.00
N  24.757  -24.778  8.693  0.00
H  27.862  -25.764  7.731  0.00
H  27.278  -24.927  9.117  0.00
H  27.053  -24.164  7.543  0.00
H  25.279  -25.836  6.885  0.00
H  26.154  -27.125  9.400  0.00
H  26.314  -27.566  7.758  0.00
H  24.812  -29.500  9.469  0.00
H  24.860  -29.595  7.702  0.00
H  23.295  -29.292  8.343  0.00
H  24.406  -25.167  9.564  0.00
H  23.869  -24.659  8.209  0.00
C  29.961  -16.844  10.375  0.00
C  28.455  -16.809  10.597  0.00
C  27.632  -17.435  9.456  0.00
O  26.284  -17.016  9.610  0.00
C  25.455  -17.500  8.567  0.00
N  28.206  -17.582  11.830  0.00
H  30.189  -17.835  9.966  0.00
H  30.524  -16.655  11.283  0.00
H  30.292  -16.178  9.574  0.00
H  28.149  -15.777  10.771  0.00
H  27.675  -18.528  9.363  0.00
H  27.990  -17.065  8.481  0.00
H  24.897  -16.641  8.167  0.00
H  24.692  -18.202  8.896  0.00
H  25.988  -17.727  7.641  0.00
H  28.668  -18.485  11.725  0.00
H  27.230  -17.870  11.785  0.00

Calculated values
Energy relative to the best compared isomer or geometry (same formula, charge and spin) = 5.769 eV
2S+1 = 3
HOMO-LUMO gap (alpha / beta) = 0.1681 / 0.1864 hartree
Lowest unoccupied orbital energy (alpha / beta) = -4.1 / -3.6 eV

=====

Record 3
# C18H55N3O11

A cluster of 8 separate species, C18H55N3O11 in total (wB97M-V/def2-TZVPD, the Open Molecules 2025 dataset).

Last column: Löwdin charge in e.
CARTESIAN COORDINATES (ANGSTROEM)
O  16.026  20.651  -28.287  0.18
H  16.926  20.360  -28.122  0.10
H  15.620  20.071  -28.935  -0.01
H  15.543  20.602  -27.459  -0.05
O  14.701  20.388  -26.237  -0.39
H  15.370  19.722  -25.984  -0.10
C  13.746  22.111  -33.085  -0.04
C  12.612  22.287  -31.960  -0.41
C  12.812  21.319  -30.816  -0.19
O  13.059  19.990  -31.228  -0.21
C  11.895  19.255  -31.325  -0.11
N  12.712  23.635  -31.540  0.04
H  14.732  22.079  -32.623  0.05
H  13.581  22.733  -33.966  0.07
H  13.735  21.168  -33.631  0.06
H  11.652  22.132  -32.453  0.13
H  12.034  21.399  -30.056  0.11
H  13.681  21.615  -30.229  0.13
H  12.012  18.339  -30.746  0.09
H  11.531  19.002  -32.321  0.09
H  11.013  19.760  -30.930  0.09
H  13.415  23.719  -30.820  0.06
H  12.992  24.198  -32.330  0.07
C  14.996  16.741  -30.769  -0.05
C  14.999  17.823  -29.635  -0.32
C  16.107  17.385  -28.518  -0.10
O  15.961  17.968  -27.162  -0.23
C  16.934  17.550  -26.202  -0.11
N  15.275  19.159  -30.077  0.06
H  14.409  15.855  -30.526  0.08
H  15.982  16.461  -31.140  0.07
H  14.614  17.103  -31.724  0.07
H  14.039  17.866  -29.120  0.14
H  17.171  17.495  -28.728  0.12
H  15.908  16.317  -28.427  0.10
H  16.885  18.090  -25.256  0.09
H  17.991  17.656  -26.443  0.07
H  16.652  16.513  -26.017  0.09
H  15.910  19.033  -30.852  0.05
H  14.510  19.445  -30.672  0.05
C  16.301  24.899  -31.020  -0.05
C  17.467  24.904  -29.981  -0.38
C  17.030  24.408  -28.582  -0.12
O  16.284  25.479  -27.919  -0.16
C  17.089  26.307  -27.176  -0.16
N  18.449  23.972  -30.522  0.03
H  15.728  23.973  -30.960  0.05
H  16.560  25.128  -32.054  0.08
H  15.548  25.673  -30.873  0.08
H  17.914  25.897  -30.037  0.13
H  17.844  24.059  -27.946  0.09
H  16.343  23.569  -28.695  0.12
H  16.674  27.272  -26.887  0.08
H  17.974  26.539  -27.768  0.08
H  17.359  26.039  -26.154  0.09
H  18.485  23.960  -31.531  0.07
H  19.387  24.232  -30.251  0.08
C  17.506  19.839  -32.514  -0.24
C  17.860  21.158  -31.794  -0.22
O  16.728  21.675  -31.089  -0.10
O  17.559  18.790  -31.609  -0.07
H  18.149  19.773  -33.392  0.12
H  16.491  19.833  -32.911  0.12
H  18.125  21.806  -32.629  0.10
H  18.695  21.160  -31.094  0.12
H  17.007  22.431  -30.567  0.02
H  18.505  18.625  -31.621  0.11
C  11.736  20.650  -27.416  -0.21
C  10.534  21.608  -27.099  -0.29
O  10.567  22.444  -26.030  -0.04
O  11.943  19.799  -26.281  -0.07
H  12.708  21.102  -27.613  0.10
H  11.427  20.183  -28.351  0.09
H  9.633  21.091  -26.768  0.11
H  10.141  22.025  -28.026  0.10
H  9.704  22.710  -25.705  0.09
H  11.139  19.274  -26.268  0.07
C  18.666  21.409  -26.265  -0.21
C  19.738  22.434  -26.860  -0.24
O  19.690  23.658  -26.206  -0.07
O  18.708  20.179  -26.933  -0.08
H  17.642  21.780  -26.306  0.11
H  18.727  21.184  -25.201  0.13
H  19.437  22.654  -27.884  0.09
H  20.736  22.003  -26.780  0.11
H  20.225  24.231  -26.760  0.09
H  19.296  19.632  -26.408  0.09

Calculated values
Energy relative to the best compared isomer or geometry (same formula, charge and spin) = 6.611 eV
2S+1 = 1
HOMO-LUMO gap = 0.2373 hartree
Lowest unoccupied orbital energy = 0.2 eV